No. 1
A cluster of 17 separate species, C23H85N11O17 in total, computed with ωB97M-V/def2-TZVPD.

Calculated values
HOMO level in Eh: -0.3392
LUMO energy in eV: -0.466
Kohn-Sham gap in eV: 8.8

Structure (XYZ):
```
136
C23H85N11O17 ωB97M-V/def2-TZVPD
C 6.327 7.885 22.069
C 7.539 8.725 21.687
C 7.058 10.109 21.253
O 8.040 10.816 20.517
C 8.274 10.374 19.204
N 8.444 8.859 22.842
H 5.552 7.947 21.283
H 5.804 8.244 22.956
H 6.497 6.806 22.075
H 8.107 8.253 20.887
H 6.813 10.761 22.092
H 6.146 10.035 20.644
H 8.779 9.403 19.183
H 8.961 11.098 18.763
H 7.339 10.408 18.630
H 8.789 7.953 23.136
H 7.917 9.235 23.622
C 4.909 13.464 13.564
C 5.325 12.020 13.412
C 5.427 11.328 14.755
O 5.647 9.934 14.561
C 5.355 9.208 15.731
N 4.336 11.323 12.551
H 4.068 13.614 14.245
H 4.610 13.816 12.572
H 5.692 14.166 13.860
H 6.281 11.969 12.886
H 4.488 11.454 15.311
H 6.260 11.719 15.354
H 5.797 8.216 15.700
H 4.277 9.169 15.913
H 5.813 9.689 16.610
H 4.277 10.377 12.926
H 3.394 11.678 12.699
C -0.574 14.497 18.949
C 0.408 13.509 18.326
C 1.881 13.918 18.572
O 2.674 12.843 18.155
C 4.053 13.031 18.392
N 0.152 12.135 18.842
H -0.182 14.824 19.913
H -1.553 14.048 19.088
H -0.608 15.374 18.298
H 0.422 13.501 17.228
H 2.010 14.122 19.644
H 1.995 14.874 18.047
H 4.463 13.726 17.647
H 4.575 12.094 18.197
H 4.257 13.413 19.393
H -0.637 11.834 18.276
H 0.957 11.645 18.453
C 4.825 1.473 20.096
C 5.295 1.313 18.642
C 6.145 0.080 18.453
O 6.287 -0.161 17.055
C 6.853 -1.405 16.758
N 4.067 1.258 17.804
H 5.557 2.114 20.600
H 4.842 0.542 20.668
H 3.847 1.932 20.224
H 5.811 2.226 18.345
H 5.655 -0.827 18.831
H 7.133 0.198 18.914
H 6.305 -2.262 17.167
H 7.881 -1.484 17.142
H 6.937 -1.482 15.676
H 3.354 0.706 18.280
H 4.226 0.665 16.990
C 2.750 5.388 20.733
C 1.651 6.382 21.098
C 1.975 7.852 20.877
O 2.367 8.099 19.528
C 2.606 9.479 19.321
N 0.406 5.935 20.453
H 3.613 5.529 21.391
H 3.066 5.440 19.694
H 2.411 4.373 20.951
H 1.483 6.265 22.174
H 2.744 8.275 21.533
H 1.074 8.447 21.076
H 1.737 10.062 19.630
H 2.859 9.685 18.281
H 3.495 9.812 19.875
H -0.335 6.598 20.702
H 0.400 6.148 19.450
O 0.451 12.399 21.673
H 0.165 12.342 20.740
H 0.161 11.552 22.039
O 1.001 10.408 16.575
H 0.113 10.408 16.200
H 1.453 9.685 16.123
O -2.261 4.331 21.506
H -1.418 4.711 21.217
H -2.286 4.477 22.455
O 3.288 6.869 17.013
H 3.148 7.282 17.880
H 3.406 5.915 17.204
O 2.424 8.559 24.434
H 2.766 7.675 24.599
H 1.616 8.607 24.954
O -1.817 7.341 22.201
H -1.788 6.876 23.043
H -2.709 7.716 22.154
O -0.896 9.999 22.147
H -1.029 9.061 21.928
H -0.721 10.001 23.094
O 0.419 6.895 17.505
H 1.340 6.895 17.186
H -0.119 6.942 16.705
O 3.924 4.287 17.537
H 3.741 3.339 17.663
H 4.800 4.423 17.912
C 0.250 2.106 18.353
O 0.316 1.443 17.323
N 0.750 3.372 18.443
N -0.237 1.579 19.513
H 0.637 3.890 19.302
H 0.903 3.902 17.605
H -0.382 0.589 19.541
H -0.340 2.155 20.328
C -2.199 8.582 19.264
O -3.078 9.241 19.811
N -0.938 9.008 18.983
N -2.465 7.308 18.792
H -0.300 8.432 18.448
H -0.749 9.981 19.164
H -1.721 6.772 18.385
H -3.419 7.044 18.641
C 4.719 2.659 24.130
O 5.663 3.118 24.754
N 3.624 3.411 23.824
N 4.638 1.348 23.744
H 3.569 4.338 24.199
H 2.927 3.098 23.176
H 3.771 0.951 23.442
H 5.459 0.812 23.956
```

Löwdin atomic charge list, values in e, 99 entries: C -0.076; C -0.421; C -0.199; O -0.189; C -0.108; N 0.037; H 0.061; H 0.079; H 0.075; H 0.127; H 0.133; H 0.108; H 0.082; H 0.090; H 0.074; H 0.068; H 0.067; C -0.076; C -0.430; C -0.214; O -0.195; C -0.112; N 0.041; H 0.076; H 0.079; H 0.077; H 0.137; H 0.121; H 0.132; H 0.090; H 0.070; H 0.073; H 0.058; H 0.064; C -0.049; C -0.403; C -0.211; O -0.201; C -0.090; N 0.032; H 0.079; H 0.081; H 0.078; H 0.134; H 0.128; H 0.133; H 0.088; H 0.074; H 0.094; H 0.078; H 0.028; C -0.064; C -0.403; C -0.198; O -0.202; C -0.121; N 0.044; H 0.078; H 0.069; H 0.066; H 0.124; H 0.127; H 0.135; H 0.089; H 0.089; H 0.090; H 0.080; H 0.081; C -0.054; C -0.388; C -0.171; O -0.220; C -0.082; N 0.053; H 0.073; H 0.056; H 0.058; H 0.130; H 0.121; H 0.107; H 0.078; H 0.077; H 0.091; H 0.039; H 0.041; O -0.105; H -0.023; H -0.026; O -0.049; H 0.052; H 0.041; O -0.070; H -0.015; H 0.020; O -0.069; H 0.011; H -0.003; O -0.050; H 0.027

No. 2
A structure of composition C28H44Cl2NOsP, computed with ωB97M-V/def2-TZVPD.

Calculated values
HOMO level (alpha / beta) in Eh: -0.2140 / -0.2278
LUMO energy (alpha / beta) in eV: -0.131 / -1.218
Kohn-Sham gap (alpha / beta) in eV: 5.7 / 5.0
Expectation value of S²: 6.04
2S+1: 5
Energy relative to the best compared isomer or geometry (same formula, charge and spin) in kcal/mol: 0.0

Structure (XYZ):
```
77
C28H44Cl2NOsP ωB97M-V/def2-TZVPD
P -0.792 -0.795 -1.512
C 0.502 -0.192 -2.658
C 0.323 -0.587 -4.133
C 1.507 -0.073 -4.969
C 1.802 1.419 -4.777
C 1.956 1.796 -3.299
C 0.759 1.323 -2.468
C -2.314 0.166 -1.180
C -3.257 0.371 -2.371
C -4.527 1.098 -1.895
C -4.258 2.399 -1.129
C -3.223 2.241 -0.005
C -1.964 1.503 -0.473
C -1.014 -2.596 -1.457
C 0.362 -3.306 -1.412
C 0.233 -4.832 -1.321
C -0.731 -5.328 -0.229
C -2.051 -4.542 -0.151
C -1.894 -3.019 -0.255
H 1.399 -0.731 -2.278
H -0.624 -0.179 -4.515
H 0.267 -1.681 -4.224
H 1.327 -0.286 -6.028
H 2.400 -0.642 -4.679
H 2.715 1.687 -5.321
H 0.986 2.010 -5.213
H 2.872 1.343 -2.897
H 2.063 2.882 -3.195
H 0.929 1.556 -1.405
H -0.136 1.875 -2.794
H -2.849 -0.473 -0.446
H -5.079 0.415 -1.237
H -3.533 -0.602 -2.802
H -2.753 0.947 -3.161
H -5.175 1.303 -2.753
H -5.197 2.773 -0.703
H -3.905 3.167 -1.830
H -2.939 3.230 0.378
H -3.673 1.694 0.835
H -1.293 1.330 0.384
H -1.428 2.143 -1.188
H -1.533 -2.812 -2.411
H 0.951 -3.053 -2.305
H 0.933 -2.939 -0.542
H -0.105 -5.212 -2.294
H 1.228 -5.257 -1.147
H -0.226 -5.293 0.747
H -0.964 -6.384 -0.419
H -2.562 -4.780 0.790
H -2.713 -4.878 -0.960
H -2.893 -2.570 -0.339
H -1.450 -2.634 0.678
Os 1.636 -0.357 2.840
Cl -0.498 -0.707 3.497
Cl 3.177 -1.272 1.484
C 1.839 1.347 2.220
H 2.672 1.382 1.473
C 1.269 2.690 2.430
C 0.098 2.806 3.202
C -0.424 4.058 3.512
C 0.198 5.218 3.038
C 1.335 5.118 2.218
C 1.865 3.878 1.900
H -0.385 1.892 3.549
H -1.314 4.132 4.138
H 1.808 6.025 1.838
H 2.742 3.784 1.256
H -0.194 6.198 3.304
C 4.952 -1.338 6.587
C 3.413 -1.453 6.589
C 2.840 -0.873 5.418
N 2.395 -0.100 4.638
H 5.376 -1.921 5.763
H 5.375 -1.721 7.519
H 5.272 -0.296 6.476
H 3.117 -2.513 6.602
H 2.976 -0.971 7.478
```

Listed below, in e, are the Löwdin charges computed for each atom: P 1.079; C -0.466; C -0.213; C -0.207; C -0.209; C -0.204; C -0.217; C -0.461; C -0.214; C -0.209; C -0.208; C -0.203; C -0.218; C -0.482; C -0.217; C -0.203; C -0.204; C -0.204; C -0.215; H 0.110; H 0.110; H 0.101; H 0.105; H 0.112; H 0.105; H 0.112; H 0.113; H 0.108; H 0.106; H 0.104; H 0.104; H 0.111; H 0.107; H 0.109; H 0.103; H 0.105; H 0.110; H 0.108; H 0.112; H 0.097; H 0.092; H 0.111; H 0.098; H 0.101; H 0.110; H 0.106; H 0.109; H 0.104; H 0.106; H 0.110; H 0.098; H 0.106; Os 0.845; Cl -0.070; Cl -0.083; C -0.419; H 0.026; C -0.307; C -0.091; C -0.095; C -0.107; C -0.103; C -0.059; H 0.032; H 0.101; H 0.100; H 0.105; H 0.094; C -0.080; C -0.217; C -0.154; N -0.046; H 0.083; H 0.078; H 0.084; H 0.125; H 0.134

No. 3
A structure of composition C3H4N2OS2, computed with ωB97M-V/def2-TZVPD.

Calculated values
HOMO level in Eh: -0.3446
LUMO energy in eV: -0.693
Kohn-Sham gap in eV: 8.7
Energy relative to the best compared isomer or geometry (same formula, charge and spin) in kcal/mol: 115.9

Structure (XYZ):
```
12
C3H4N2OS2 ωB97M-V/def2-TZVPD
C -0.295 0.293 1.190
C -0.720 -0.504 -0.041
C -2.084 -0.254 -0.638
H 1.233 3.088 -0.273
H -0.671 0.184 2.325
H -2.268 -0.607 -1.840
H 1.196 -0.902 1.438
N 0.289 1.412 1.013
N 0.010 -1.285 -0.670
O -3.006 0.261 0.103
S 1.230 1.603 -0.611
S 1.336 -1.725 0.115
```

Listed below, in e, are the natural (NBO) charges computed for each atom: C -0.046; C 0.070; C 0.375; H 0.178; H 0.251; H 0.167; H 0.114; N -0.433; N -0.502; O -0.516; S 0.048; S 0.293